Below is 2 unconnected molecules or ions with the total composition C4H14NO2 at a distorted geometry, with properties calculated with ωB97M-V/def2-TZVPD.

Last columns: bonded neighbours and bond lengths (Å).
Geometry (Å):
1 C 1.05 -0.02 0.36  C2 1.543, N6 1.509, H7 1.083, H8 1.086
2 C -0.33 0.08 -0.34  C1 1.543, C3 1.532, H9 1.091, H10 1.096
3 C -0.28 -0.34 -1.81  C2 1.532, C4 1.530, H11 1.086, H12 1.097
4 C 0.08 0.78 -2.79  C3 1.530, O5 1.400, H13 1.094, H14 1.090
5 O -0.96 1.70 -2.91  C4 1.400, H15 0.961
6 N 0.86 -0.48 1.79  C1 1.509, H16 1.031, H17 1.018, H18 1.018
7 H 1.67 -0.74 -0.15  C1 1.083
8 H 1.53 0.95 0.47  C1 1.086
9 H -0.61 1.13 -0.30  C2 1.091
10 H -1.14 -0.39 0.23  C2 1.096
11 H 0.35 -1.21 -1.94  C3 1.086
12 H -1.29 -0.65 -2.10  C3 1.097
13 H 0.32 0.27 -3.74  C4 1.094
14 H 0.99 1.33 -2.54  C4 1.090
15 H -1.52 1.47 -3.66  O5 0.961
16 H 0.13 0.07 2.26  N6 1.031
17 H 0.52 -1.44 1.87  N6 1.018
18 H 1.69 -0.42 2.37  N6 1.018
19 H -1.21 -1.47 4.24  O21 0.966
20 H -1.07 -0.02 4.69  O21 0.964
21 O -0.80 -0.63 3.99  H19 0.966, H20 0.964

Calculated values
Electronic energy, eV: -9953.6636
Energy relative to the best compared isomer or geometry (same formula, charge and spin), eV: 1.097
Net charge: +1
E_HOMO, eV: -13.4